(1)
8 unconnected molecules or ions with the total composition C9H34N18O9PS, computed with ωB97M-V/def2-TZVPD.

The calculation puts the gap between HOMO and LUMO at 7.201 eV. As for the HOMO energy: -10.256 eV. For the molar mass, the calculation gives 601.53 g/mol. As for the net charge: +1.

```
72
Properties=species:S:1:pos:R:3:lowdin_charge:R:1
S -3.94 5.87 -0.99 0.37
P -3.99 5.09 0.74 0.07
O 4.33 -5.57 0.43 0.02
O -2.60 0.41 0.26 0.00
O 2.45 -1.36 -0.95 -0.02
O 4.87 0.13 -3.52 0.01
O 8.12 -3.62 -1.59 0.01
O -1.30 -2.85 -4.10 0.01
O -4.38 6.09 1.92 -0.18
O -9.71 3.67 4.56 -0.01
O -2.66 4.43 1.27 -0.18
N -7.02 4.57 1.84 0.16
N -0.38 -0.05 0.40 0.17
N 10.24 -3.96 -0.85 0.16
N -1.15 2.13 0.31 0.15
N -8.59 5.26 5.76 0.16
N 5.96 -4.25 1.29 0.16
N -6.90 2.43 1.35 0.19
N 2.63 -3.61 -1.21 0.18
N 0.03 -1.07 -4.58 0.16
N 0.67 -2.50 -1.74 0.16
N -1.98 -1.37 -5.68 0.15
N -9.60 3.48 6.80 0.17
N 9.84 -3.26 -3.02 0.16
N 6.93 -0.81 -3.43 0.15
N 4.67 -5.58 2.67 0.15
N -5.00 3.72 0.86 0.02
N 5.28 -1.51 -2.00 0.17
N -8.20 3.97 2.19 0.10
C -1.10 -1.83 -4.75 -0.68
C 9.32 -3.61 -1.81 -0.67
C -8.07 2.69 1.88 -0.08
C 1.95 -2.44 -1.28 -0.66
C 5.63 -0.68 -3.01 -0.68
C -9.32 4.11 5.64 -0.66
C -1.44 0.79 0.32 -0.68
C 4.95 -5.16 1.40 -0.67
C -6.25 3.59 1.34 -0.37
H 0.58 0.25 0.44 0.10
H 6.22 -3.92 0.37 0.08
H 9.88 -4.23 0.04 0.10
H -4.60 2.85 0.53 0.14
H -8.87 1.99 2.06 0.16
H -2.24 5.00 1.94 0.11
H 0.70 -1.39 -3.91 0.08
H 0.22 -0.24 -5.10 0.10
H -8.28 5.63 6.64 0.10
H 2.23 -4.50 -1.47 0.11
H -1.83 -0.55 -6.23 0.09
H -8.39 5.79 4.93 0.09
H -4.92 6.81 1.58 0.08
H 7.57 -1.48 -3.03 0.05
H -9.31 3.81 7.70 0.11
H 3.93 -6.25 2.78 0.10
H 0.19 -3.34 -2.03 0.10
H -1.94 2.74 0.26 0.04
H 4.33 -1.46 -1.64 0.05
H 6.47 -3.90 2.08 0.09
H -0.23 2.52 0.35 0.10
H 10.83 -3.26 -3.22 0.10
H -8.99 4.42 2.64 0.16
H -6.85 5.54 1.99 0.16
H 5.92 -2.17 -1.60 0.07
H -0.57 -1.04 0.41 0.10
H 9.20 -3.04 -3.76 0.10
H -10.14 2.63 6.75 0.12
H 11.23 -3.97 -1.01 0.10
H 0.18 -1.63 -1.80 0.08
H 3.57 -3.60 -0.86 0.08
H 7.24 -0.22 -4.18 0.10
H -2.81 -1.91 -5.83 0.10
H 5.16 -5.26 3.48 0.09
```

(2)
4 unconnected molecules or ions with the total composition C7H17NO3, computed with ωB97M-V/def2-TZVPD.

The calculation puts the gap between HOMO and LUMO (alpha / beta) at 10.398 / 6.979 eV. As for the HOMO energy (alpha / beta): -13.474 / -13.498 eV. Its spin multiplicity is 2. For the molar mass, the calculation gives 163.22 g/mol. As for the net charge: +1.

```
28
Properties=species:S:1:pos:R:3:lowdin_spin:R:1
O -0.17 0.45 -3.79 0.00
O -0.49 -2.28 3.47 0.00
O -1.68 -1.79 -3.04 0.00
N 1.36 1.91 0.29 0.04
C -0.07 -1.48 0.42 0.03
C 1.47 0.55 0.33 0.29
C -2.16 0.93 1.08 0.00
C -0.71 1.07 0.78 0.03
C 2.76 -0.15 0.34 0.05
C 0.09 2.21 0.81 0.33
C 0.16 -0.01 0.49 0.17
H -0.46 -1.89 1.36 0.01
H 2.81 -0.87 -0.47 0.02
H -2.40 -0.13 1.03 0.00
H 3.62 0.51 0.43 0.00
H -2.76 1.42 0.30 0.00
H -1.20 -2.52 -3.44 0.00
H -0.80 -1.61 -0.39 0.01
H -2.50 1.44 1.98 0.00
H 0.82 -2.01 0.09 0.00
H -0.11 3.25 0.99 0.02
H -1.01 -1.08 -3.14 0.00
H 2.17 2.48 0.48 0.00
H -0.75 1.19 -3.67 0.00
H 0.29 0.73 -4.61 0.00
H 0.37 -1.83 3.48 0.00
H 2.74 -0.74 1.28 0.02
H -1.06 -1.52 3.73 0.00
```

(3)
A molecular structure, C56H85BrInN9O4, computed with ωB97M-V/def2-TZVPD.

The calculation puts the gap between HOMO and LUMO at 7.797 eV. As for the HOMO energy: -7.350 eV. For the molar mass, the calculation gives 1143.08 g/mol.

```
156
Properties=species:S:1:pos:R:3:lowdin_charge:R:1
In 0.60 -0.58 0.49 1.00
Br 8.18 -1.46 1.44 0.74
O 0.53 -1.82 -1.21 -0.19
O 2.79 -0.98 0.74 -0.06
O 0.91 1.01 1.78 -0.17
O 1.85 -1.20 2.72 0.00
N 1.11 -3.63 2.08 -0.11
N 5.55 -1.34 4.60 0.08
N -3.26 1.98 0.92 -0.11
N -0.61 -3.16 3.53 -0.13
N -1.87 1.18 -2.37 -0.25
N 1.31 1.09 -1.27 -0.15
N -2.81 -0.25 1.12 0.17
N -0.63 -2.20 1.39 0.08
N -5.09 0.57 1.21 -0.22
C 0.44 -5.26 -3.13 -0.04
C 1.69 1.83 4.55 -0.03
C 4.37 -1.25 4.00 -0.08
C -0.58 1.28 -3.04 -0.17
C -1.23 -3.97 -1.83 -0.06
C 0.58 4.53 2.52 0.01
C -3.68 0.71 1.07 -0.34
C 1.82 -0.40 -7.30 -0.05
C -2.02 -2.52 1.29 -0.21
C 0.14 3.65 5.20 -0.07
C -0.43 -3.99 -3.14 -0.52
C 0.50 1.93 -2.19 -0.13
C -0.04 -2.98 2.31 -0.41
C -1.48 -4.12 -4.26 -0.05
C -3.54 -4.44 1.40 -0.09
C 0.96 2.34 1.66 -0.31
C 2.14 2.03 -0.48 -0.14
C 1.59 7.37 2.21 -0.05
C 1.00 -2.71 -4.72 0.01
C -2.78 2.24 -2.76 -0.10
C 1.56 -4.00 0.75 -0.02
C -0.77 1.59 4.17 -0.04
C -4.13 3.10 0.63 -0.05
C 0.92 -1.80 -2.49 -0.27
C 6.58 -1.36 2.45 -0.67
C 0.41 2.57 4.14 -0.52
C 0.76 6.64 1.14 -0.56
C 3.90 -1.61 -6.62 -0.05
C -1.85 2.31 0.93 -0.04
C 2.36 -1.66 -6.62 -0.56
C 1.24 7.12 -0.23 -0.07
C -1.52 -2.17 4.07 -0.01
C 1.42 2.92 0.48 -0.15
C 0.90 5.13 1.30 -0.17
C 1.85 -1.72 -5.18 -0.17
C -4.37 -2.19 1.48 -0.03
C 4.22 -1.22 2.61 -0.11
C 0.62 3.17 2.75 -0.10
C -3.10 -1.62 1.27 -0.19
C 2.02 -3.99 3.16 -0.04
C 2.22 -0.75 -4.26 0.00
C 1.78 -0.78 -2.95 -0.15
C -2.45 -0.13 -2.58 -0.08
C -2.28 -3.90 1.28 -0.06
C -4.60 -3.55 1.54 -0.09
C 1.36 4.30 0.30 0.02
C 5.36 -1.27 1.82 -0.04
C -5.78 1.32 2.23 -0.07
C 6.64 -1.39 3.84 -0.19
C 1.93 -2.88 -7.44 -0.07
C -5.87 0.15 0.07 -0.07
C -0.74 -4.48 4.12 -0.04
C -0.71 7.04 1.30 -0.05
C 2.30 0.26 -2.01 -0.13
C 2.86 -1.13 2.01 -0.59
C 0.49 -2.78 -3.41 -0.07
H 2.02 -5.06 3.35 0.10
H 2.86 0.07 -4.56 0.11
H -5.61 -3.91 1.70 0.10
H 1.00 -3.48 -0.02 0.05
H -3.01 2.22 -3.84 0.09
H -1.43 -4.57 1.19 0.12
H -1.78 -0.89 -2.20 0.07
H -2.57 -2.46 3.92 0.10
H -5.07 1.77 2.91 0.09
H -1.35 -1.21 3.58 0.08
H 2.28 6.86 -0.41 0.09
H 2.96 0.94 -2.56 0.13
H 1.72 4.70 -0.64 0.11
H -0.83 1.12 5.15 0.09
H -5.21 -1.54 1.61 0.08
H -3.69 -5.51 1.39 0.10
H -6.42 2.11 1.82 0.08
H -3.61 3.76 -0.07 0.09
H 1.59 1.45 5.57 0.09
H -5.31 -0.58 -0.51 0.08
H -0.60 -3.87 -0.96 0.04
H -2.66 -0.34 -3.64 0.10
H 0.01 3.17 6.17 0.08
H 7.60 -1.46 4.34 0.10
H 1.14 8.21 -0.30 0.08
H 2.91 -0.24 -1.25 0.11
H -3.71 2.14 -2.21 0.07
H 2.73 2.64 -1.17 0.13
H -1.33 -2.06 5.14 0.10
H 2.28 -3.81 -6.99 0.09
H 2.14 0.50 -6.77 0.08
H -0.67 1.89 -3.95 0.13
H -2.34 3.21 -2.52 0.08
H -1.68 3.18 1.57 0.10
H -0.83 8.12 1.23 0.08
H -1.51 2.53 -0.08 0.08
H 0.72 -0.41 -7.30 0.09
H 1.21 2.45 -2.85 0.13
H -1.32 6.57 0.52 0.08
H -5.06 2.79 0.16 0.07
H 3.03 -3.70 2.86 0.09
H -1.11 6.71 2.27 0.08
H 4.28 -1.60 -7.64 0.08
H 0.28 5.18 3.34 0.09
H -4.37 3.68 1.53 0.09
H -1.79 -4.78 4.09 0.09
H 0.04 2.69 -1.56 0.11
H -3.38 -0.21 -2.03 0.07
H -2.15 -4.95 -4.03 0.08
H -0.65 0.82 3.41 0.05
H 4.27 -0.72 -6.11 0.07
H 1.75 -3.45 4.06 0.10
H 1.23 7.15 3.22 0.08
H 3.49 -1.21 4.63 0.12
H 2.62 -3.73 0.64 0.10
H -0.39 -4.49 5.16 0.10
H -0.17 -6.14 -2.95 0.08
H 0.97 -5.39 -4.07 0.08
H 1.19 -5.20 -2.33 0.08
H -6.42 0.64 2.81 0.09
H -2.08 -3.20 -4.32 0.09
H 2.35 -2.81 -8.44 0.08
H 1.55 8.45 2.06 0.08
H -0.76 4.22 4.98 0.08
H 4.31 -2.48 -6.10 0.09
H 0.70 -3.49 -5.40 0.08
H -6.78 -0.34 0.41 0.09
H -0.28 0.30 -3.37 0.10
H 2.85 1.42 0.09 0.13
H -1.05 -4.30 -5.24 0.07
H 0.64 6.69 -1.04 0.08
H -1.72 2.11 3.99 0.09
H 1.87 0.98 3.88 0.06
H -1.30 1.46 1.31 0.05
H 1.47 -5.09 0.61 0.10
H -0.16 -5.21 3.55 0.08
H -1.95 -3.15 -1.81 0.08
H 5.27 -1.24 0.74 0.12
H -6.16 0.98 -0.59 0.08
H 0.84 -2.94 -7.54 0.08
H 2.17 -0.34 -8.33 0.08
H -1.79 -4.90 -1.76 0.09
H 2.64 7.05 2.16 0.09
H 2.55 2.50 4.51 0.10
H 0.98 4.35 5.28 0.09
```

(4)
A molecular structure, C16H30N6RuS, computed with ωB97M-V/def2-TZVPD.

The calculation puts the gap between HOMO and LUMO (alpha / beta) at 4.684 / 4.714 eV. As for the HOMO energy (alpha / beta): -21.135 / -21.158 eV. For the molar mass, the calculation gives 439.59 g/mol. As for the net charge: +4.

```
54
Properties=species:S:1:pos:R:3:lowdin_charge:R:1
Ru 0.10 -0.33 0.75 1.10
S 1.07 0.12 -1.35 0.85
N -0.52 -0.07 -3.63 -0.09
N -0.27 -2.03 1.78 -0.15
N 1.31 1.33 -3.55 -0.20
N -0.16 0.79 2.30 -0.02
N 2.05 -0.56 1.60 -0.15
N -2.05 -0.23 0.69 -0.14
C 2.41 0.81 -4.37 0.03
C -2.44 0.97 1.51 -0.08
C 1.24 2.75 -3.25 0.02
C -0.55 2.20 4.58 0.08
C -1.63 1.95 3.73 0.07
C 2.24 0.58 2.56 -0.08
C -1.39 -1.13 -3.10 0.02
C -1.41 1.24 2.58 -0.20
C 0.73 1.76 4.26 0.07
C 1.00 -2.81 1.72 -0.12
C 0.44 0.44 -2.94 -0.66
C -2.57 -1.52 1.30 -0.12
C 2.07 -1.91 2.30 -0.11
C 0.92 1.05 3.10 -0.19
C -0.83 0.30 -5.04 0.08
C -1.52 -2.61 1.20 -0.12
H 1.17 3.29 -4.21 0.14
H -0.87 -0.62 -5.62 0.13
H 0.91 -3.74 2.28 0.16
H -2.62 2.31 3.98 0.16
H 2.93 0.30 3.36 0.16
H 2.18 3.07 -2.78 0.12
H 0.40 2.98 -2.61 0.11
H -2.49 -0.12 -0.21 0.12
H -2.42 -0.87 -3.34 0.13
H 2.23 -0.22 -4.66 0.12
H -0.46 -1.81 2.76 0.16
H -0.71 2.76 5.50 0.16
H -1.81 0.78 -5.04 0.13
H -2.46 1.84 0.84 0.16
H 1.57 1.97 4.91 0.16
H -0.08 0.97 -5.45 0.11
H 2.83 -0.54 0.95 0.12
H -1.82 -3.50 1.74 0.16
H 3.34 0.88 -3.79 0.12
H -2.80 -1.32 2.35 0.14
H 3.06 -2.36 2.23 0.16
H 2.70 1.41 2.01 0.16
H 1.88 -1.74 3.37 0.14
H -1.31 -2.90 0.17 0.13
H -1.14 -2.07 -3.61 0.13
H -3.50 -1.82 0.83 0.16
H 2.54 1.46 -5.24 0.13
H -3.44 0.86 1.93 0.16
H -1.24 -1.24 -2.03 0.04
H 1.19 -3.07 0.67 0.14
```